1.
Density functional theory data (the ωB97M-V functional and the def2-TZVPD basis) for C27H30F3O7Pb as an isolated structure.

Calculated values
Max |F| = 0.102 hartree/bohr
DFT total energy = -2065.5383 a.u.
Total charge = +1
2S+1 = 1

Geometry as XYZ:
```
68
Properties=species:S:1:pos:R:3:forces:R:3
Pb 1.45991 -3.02634 -2.71535 -2.421 2.859 1.858
C -0.08070 -0.50870 -0.47681 0.149 0.259 -0.246
O -0.02083 -1.36366 -1.59310 1.747 -3.239 -1.853
H 0.86563 -0.54761 0.06268 0.022 0.715 -0.022
H -0.40330 0.44671 -0.89062 0.749 0.579 0.160
H -0.87584 -0.67346 0.25031 -0.282 -1.010 -0.088
C -0.00871 3.33707 -3.07605 -0.170 -1.690 0.110
C 0.81870 2.48289 -4.04971 -1.142 1.390 1.290
C 0.67823 0.96447 -3.99465 0.522 -0.135 0.871
O 0.70951 0.54152 -5.34169 -0.231 1.054 -1.315
C 0.50550 1.65386 -6.11403 -1.270 2.177 -4.610
O 0.31688 1.73242 -7.34435 0.944 -1.442 4.502
O 0.44445 2.81998 -5.37630 0.975 -2.168 -0.382
H 0.23040 2.85766 -2.12679 0.144 0.748 0.547
H -1.08225 3.17499 -3.17281 -0.065 -0.027 -0.430
H 0.17296 4.41154 -3.10118 0.408 -0.327 0.047
H 1.85293 2.67156 -3.76183 0.321 0.492 -0.911
H -0.18114 0.51194 -3.49987 -0.175 0.342 0.072
H 1.60494 0.62594 -3.53129 -0.132 -0.473 0.288
C 5.42015 -0.18657 1.39512 1.405 -0.269 0.113
C 4.03027 0.33741 1.24416 -0.844 -0.606 1.879
C 3.66794 1.34535 2.35507 0.401 1.255 -0.767
O 3.30220 2.50509 1.57240 -0.948 0.516 0.894
C 3.33852 2.26949 0.29698 -0.649 1.747 -4.446
O 3.02621 3.05144 -0.62322 0.890 -2.528 3.084
O 3.80115 0.99993 0.03500 -0.194 1.080 -0.414
H 5.54794 -1.13822 1.91100 -0.563 -0.103 0.000
H 6.00012 0.50984 2.00072 0.099 0.136 -0.107
H 5.97435 -0.28289 0.46148 -0.331 0.028 -0.221
H 3.21094 -0.36607 1.39218 0.420 -0.929 -0.571
H 4.48825 1.77551 2.92965 0.071 -0.857 0.407
H 2.82525 0.99298 2.94988 0.275 0.486 0.021
F -6.06062 -2.58887 1.06902 -0.336 0.127 0.634
C -5.21042 -3.00273 0.14933 0.874 -0.645 -2.435
C -4.25621 -2.12163 -0.37621 0.755 -1.804 0.142
C -3.34355 -2.68058 -1.31284 -1.156 0.417 -1.446
C -3.54380 -3.90051 -1.97343 -0.853 0.250 1.914
C -4.53553 -4.74483 -1.42258 -0.029 -0.319 0.510
C -5.35727 -4.33289 -0.38388 0.987 2.456 1.474
H -4.09301 -1.11977 -0.00738 -0.226 0.037 0.108
H -2.60391 -2.05951 -1.79614 0.219 0.437 0.423
H -2.92854 -4.15196 -2.82469 -0.016 -0.292 0.061
H -4.64492 -5.79584 -1.64576 0.135 -0.019 -0.708
H -5.97630 -4.93074 0.26865 -0.306 -0.600 -0.673
F -1.19399 4.58772 -0.78484 -1.313 -1.187 1.344
C -2.00439 3.76101 0.00882 1.151 -0.122 0.454
C -1.42183 2.92866 0.97301 0.802 -0.984 -1.225
C -2.17980 1.93939 1.62301 -0.071 2.415 -0.423
C -3.56132 2.11278 1.55866 -0.197 -1.223 0.467
C -4.18432 2.98038 0.67755 1.045 0.361 -0.053
C -3.35832 3.74746 -0.15528 -0.601 0.649 -0.635
H -0.34233 2.90342 0.99369 0.217 0.126 0.266
H -1.73079 1.22220 2.29415 0.053 0.038 0.030
H -4.09825 1.47326 2.24359 -0.616 0.053 -0.150
H -5.25365 3.13046 0.65731 -0.017 -0.248 -0.083
H -3.72502 4.37568 -0.95357 -0.455 0.122 0.088
F 1.15515 0.24361 3.98949 -0.018 -0.651 0.355
C 1.54945 -1.04867 3.87762 0.475 -1.393 -1.168
C 1.12494 -1.77631 2.76102 -1.353 2.597 -0.698
C 1.58527 -2.99347 2.38673 1.080 -0.406 1.886
C 2.40117 -3.59858 3.35257 0.590 -0.893 0.478
C 2.85906 -2.97281 4.54560 -1.054 0.337 -2.629
C 2.48484 -1.62962 4.70392 0.017 0.270 1.321
H 0.41576 -1.27935 2.11566 -0.111 0.227 -0.061
H 1.33853 -3.42799 1.42928 -0.207 -0.264 0.210
H 2.65318 -4.63459 3.18053 0.388 -0.116 0.069
H 3.55733 -3.50250 5.17666 -0.155 0.202 0.217
H 2.84289 -1.03835 5.53373 0.177 -0.019 0.174
```
Forces are in eV/Å.

Mulliken analysis output, partial charges in e: atom 1 (Pb): 1.313, atom 2 (C): -0.125, atom 3 (O): -0.469, atom 4 (H): -0.186, atom 5 (H): 0.255, atom 6 (H): 0.267, atom 7 (C): -1.263, atom 8 (C): 0.587, atom 9 (C): 0.016, atom 10 (O): -0.353, atom 11 (C): 0.506, atom 12 (O): -0.575, atom 13 (O): -0.336, atom 14 (H): 0.188, atom 15 (H): 0.340, atom 16 (H): 0.441, atom 17 (H): 0.220, atom 18 (H): 0.099, atom 19 (H): 0.075, atom 20 (C): -1.433, atom 21 (C): 1.455, atom 22 (C): -0.203, atom 23 (O): -0.334, atom 24 (C): 0.634, atom 25 (O): -0.610, atom 26 (O): -0.414, atom 27 (H): 0.358, atom 28 (H): 0.350, atom 29 (H): 0.359, atom 30 (H): -0.442, atom 31 (H): 0.306, atom 32 (H): -0.002, atom 33 (F): -0.281, atom 34 (C): 0.510, atom 35 (C): -0.679, atom 36 (C): -0.023, atom 37 (C): -0.733, atom 38 (C): -0.256, atom 39 (C): -0.579, atom 40 (H): 0.586, atom 41 (H): 0.315, atom 42 (H): 0.399, atom 43 (H): 0.335, atom 44 (H): 0.376, atom 45 (F): -0.336, atom 46 (C): 0.304, atom 47 (C): -0.483, atom 48 (C): -0.375, atom 49 (C): -0.576, atom 50 (C): -0.611, atom 51 (C): -0.283, atom 52 (H): 0.549, atom 53 (H): 0.493, atom 54 (H): 0.449, atom 55 (H): 0.430, atom 56 (H): 0.447, atom 57 (F): -0.325, atom 58 (C): -0.138, atom 59 (C): 0.054, atom 60 (C): -0.575, atom 61 (C): -0.300, atom 62 (C): -0.920, atom 63 (C): 0.020, atom 64 (H): 0.445, atom 65 (H): 0.481, atom 66 (H): 0.362, atom 67 (H): 0.412, atom 68 (H): 0.481

***

2.
Density functional theory data (the ωB97M-V functional and the def2-TZVPD basis) for a 2-piece molecular cluster, C27H30N3O2 overall.

Calculated values
Max |F| = 0.055 hartree/bohr
DFT total energy = -1361.3242 a.u.
Total charge = +1
2S+1 = 1

Geometry as XYZ:
```
62
Properties=species:S:1:pos:R:3:forces:R:3
C 0.67626 -7.05042 1.17334 0.359 -0.302 0.677
O 0.04266 -6.69569 -0.03454 -1.329 2.465 -0.406
C -0.56114 -5.44353 -0.03287 0.636 -1.091 -0.278
C -1.06681 -4.98412 -1.25573 0.172 -0.434 -0.293
C -1.64692 -3.75464 -1.37436 -0.048 -0.057 0.077
C -1.76276 -2.88001 -0.27130 -0.166 0.257 0.223
C -2.37696 -1.61887 -0.47986 0.377 -0.132 0.638
C -2.41420 -0.45081 0.31845 0.044 -0.004 0.050
C -3.25719 0.61824 -0.07269 0.167 -0.348 0.089
C -3.28739 1.79815 0.61748 -0.063 0.869 0.530
C -2.45712 2.01257 1.72930 0.496 0.941 0.295
O -2.45023 3.26267 2.39097 0.118 -1.441 -0.960
C -1.23332 3.99389 2.48975 0.798 0.119 -0.309
C -1.10314 5.16072 1.73528 -0.990 -0.779 0.011
C 0.07451 5.86976 1.72050 0.166 0.167 0.089
C 1.14968 5.43693 2.46724 0.279 0.004 0.032
C 1.02757 4.31393 3.26248 0.250 0.233 -0.010
C -0.15203 3.60767 3.28594 -1.204 -0.507 -0.092
C -1.63166 0.95645 2.13199 0.056 0.399 0.380
C -1.60277 -0.23135 1.45438 -0.119 -0.008 -0.177
C -1.29294 -3.37020 0.97152 -0.173 0.031 -0.093
C -0.70325 -4.60295 1.08468 0.287 -0.411 0.187
H 1.15049 -8.02325 1.04527 -0.150 0.134 -0.204
H 1.44386 -6.31647 1.42372 0.017 -0.029 0.088
H -0.05547 -7.12330 1.97845 0.049 -0.037 0.086
H -0.96514 -5.62647 -2.11060 -0.007 -0.161 -0.245
H -2.01319 -3.43018 -2.33239 -0.065 0.026 -0.263
H -2.88014 -1.52275 -1.42676 -0.184 0.023 -0.339
H -3.88887 0.49450 -0.93425 -0.159 0.006 -0.224
H -3.91869 2.60811 0.30009 -0.197 0.152 -0.116
H -1.94838 5.48740 1.15560 -0.187 0.078 -0.189
H 0.15544 6.76699 1.12986 -0.035 0.103 -0.127
H 2.08359 5.97054 2.43072 0.151 0.138 0.041
H 1.85731 3.99379 3.87292 0.047 -0.064 0.085
H -0.26391 2.76492 3.94077 0.065 -0.259 0.208
H -1.00917 1.09967 2.99343 0.227 -0.065 0.136
H -0.90519 -0.98243 1.76656 0.201 -0.085 0.106
H -1.47772 -2.80115 1.86425 0.004 -0.003 0.189
H -0.35393 -4.94205 2.04319 -0.048 0.052 0.227
C -5.81320 -0.62053 4.65896 0.057 0.294 -0.042
C -4.57338 -1.10589 3.90804 0.498 0.849 0.985
N -4.84238 -1.97818 2.84613 -1.035 -1.648 -1.454
C -5.84633 -2.79606 2.96992 -0.054 0.639 0.125
N -6.71442 -2.82053 4.07585 0.320 -0.730 -1.026
C -6.60523 -1.81832 5.14727 0.211 -0.245 -0.232
C -7.92900 -3.65690 4.08555 0.201 0.367 -0.170
C -7.80810 -4.90990 3.21650 0.334 -0.062 0.208
C -7.24678 -4.56833 1.83783 -0.132 0.454 -0.101
N -6.08025 -3.69229 1.93081 -0.077 -0.398 0.624
H -5.53541 0.04571 5.48629 -0.073 -0.268 -0.074
H -6.43722 -0.02675 3.98182 0.065 -0.091 -0.040
H -4.00761 -0.25057 3.50903 -0.119 -0.045 0.234
H -3.90070 -1.63196 4.59840 0.086 0.257 0.356
H -6.12224 -2.28009 6.01222 0.086 0.011 0.062
H -7.60523 -1.52157 5.48056 0.003 -0.063 -0.240
H -8.15552 -3.92081 5.12511 0.137 -0.050 -0.156
H -8.75880 -3.03428 3.73799 -0.202 -0.065 -0.069
H -7.14873 -5.63643 3.71074 -0.034 0.202 -0.082
H -8.79007 -5.39886 3.11980 0.297 0.273 -0.013
H -6.97975 -5.48166 1.29194 0.031 0.187 0.168
H -8.00767 -4.04998 1.24386 -0.222 -0.162 0.033
H -5.47597 -3.64211 1.11253 -0.221 0.313 0.784
```
Forces are in eV/Å.

Mulliken analysis output, partial charges in e: atom 1 (C): -0.794, atom 2 (O): -0.417, atom 3 (C): 0.880, atom 4 (C): -0.643, atom 5 (C): -0.817, atom 6 (C): 0.793, atom 7 (C): -0.494, atom 8 (C): 1.133, atom 9 (C): -0.866, atom 10 (C): -0.630, atom 11 (C): 0.852, atom 12 (O): -0.419, atom 13 (C): 0.075, atom 14 (C): -0.216, atom 15 (C): -0.570, atom 16 (C): -0.373, atom 17 (C): -0.698, atom 18 (C): -0.117, atom 19 (C): -0.547, atom 20 (C): -0.767, atom 21 (C): -0.328, atom 22 (C): -0.787, atom 23 (H): 0.244, atom 24 (H): 0.363, atom 25 (H): 0.334, atom 26 (H): 0.460, atom 27 (H): 0.424, atom 28 (H): 0.376, atom 29 (H): 0.455, atom 30 (H): 0.514, atom 31 (H): 0.418, atom 32 (H): 0.385, atom 33 (H): 0.398, atom 34 (H): 0.385, atom 35 (H): 0.539, atom 36 (H): 0.161, atom 37 (H): 0.513, atom 38 (H): 0.306, atom 39 (H): 0.416, atom 40 (C): -0.777, atom 41 (C): -0.119, atom 42 (N): -0.420, atom 43 (C): 0.254, atom 44 (N): 0.188, atom 45 (C): -0.701, atom 46 (C): -0.723, atom 47 (C): -0.657, atom 48 (C): -0.638, atom 49 (N): -0.144, atom 50 (H): 0.381, atom 51 (H): 0.308, atom 52 (H): -0.104, atom 53 (H): 0.245, atom 54 (H): 0.273, atom 55 (H): 0.433, atom 56 (H): 0.427, atom 57 (H): 0.339, atom 58 (H): 0.304, atom 59 (H): 0.351, atom 60 (H): 0.367, atom 61 (H): 0.281, atom 62 (H): 0.191